Entry 1:
The following is a quantum chemistry calculation of a molecular structure, C39H51BaBrP, from the OMol25 dataset.

```
93
Properties=species:S:1:pos:R:3:forces:R:3
Ba 0.391987 -0.876650 -1.883624 0.1 0.0 1.1
C -3.927909 -0.803410 1.001514 0.1 0.0 0.1
H -2.267372 -1.415375 -1.972695 0.0 -0.1 -0.1
H -0.990449 4.017881 -6.707851 0.0 0.0 0.0
C -3.369364 3.538828 -2.227266 0.1 0.0 0.0
C -1.835589 0.287580 0.125011 0.0 -0.2 0.1
H 2.927585 -3.424846 3.386966 -0.1 0.0 0.0
H 3.540064 0.854212 -2.122260 0.0 0.0 0.0
H -1.773513 1.714601 -6.213292 0.0 0.0 0.0
C 0.762649 3.823099 -5.507360 0.0 0.0 0.0
C 1.011533 1.737121 -4.199087 0.2 0.2 0.0
P 0.740920 -2.606931 1.097552 -0.2 0.0 0.1
C -0.193963 -1.236280 4.864906 0.0 0.1 0.0
C -0.363649 2.629109 -0.025773 0.0 0.0 -0.2
H -3.180448 2.828945 -3.034975 0.0 0.0 0.0
H -4.186624 3.158309 -1.610534 0.0 0.0 0.0
H -0.667355 -4.263250 3.529893 0.0 0.0 0.0
H -2.084165 -3.255706 1.741174 0.0 -0.1 0.0
H 2.038196 2.989744 3.334382 0.0 0.0 0.0
C -0.182026 1.331294 -4.851817 0.0 0.2 -0.1
H 4.225757 -3.325944 -0.045157 0.0 0.0 0.0
C -2.659021 -0.988992 0.166952 0.0 0.1 0.0
H -4.514155 -1.723903 1.033691 0.0 0.0 0.0
C 3.133464 -3.327956 -0.061295 0.0 0.0 0.1
H -2.817747 5.756995 -0.775822 0.0 0.0 0.0
H -0.288654 -6.109168 0.321544 0.0 0.0 0.0
C 0.390105 -5.255798 0.393845 -0.1 0.0 0.0
H 0.482439 -4.823452 -0.606105 0.0 0.0 0.0
H -3.167791 1.226158 -1.251260 0.0 0.0 0.0
H 2.823509 -2.670986 -0.881052 0.0 0.0 0.0
H -4.552338 -0.018015 0.570892 0.0 0.0 0.0
C -1.138129 0.317774 3.313320 0.0 0.0 -0.1
H -1.530211 5.117917 0.251555 0.0 0.0 0.0
H -1.343306 4.193971 -2.045822 0.0 0.0 0.0
C -2.260235 1.347775 -0.672841 0.1 -0.1 -0.2
C 2.475264 2.405264 0.792341 0.1 0.0 0.0
H -1.457697 0.415578 5.425491 0.0 0.0 0.0
C -2.422737 4.851551 -0.314452 0.0 -0.1 0.0
C 1.340921 1.835724 1.636635 -0.1 0.1 0.1
H 4.207091 -3.866222 2.271526 0.0 0.0 0.0
Br -0.866580 -0.467340 -4.628483 -0.2 0.1 -0.4
H 2.331748 3.471584 0.606537 0.0 0.0 0.0
C 0.080979 1.614466 0.808826 0.1 -0.2 0.1
H 2.878360 -0.740330 0.744809 0.0 0.0 0.0
C 3.121477 -3.787182 2.377276 0.0 0.0 0.0
H -3.706334 4.472905 -2.676116 0.0 0.0 0.0
C -3.053204 -1.515503 -1.222896 -0.1 0.1 0.3
C -0.170340 -4.247196 1.405971 0.2 0.1 -0.1
H -2.198731 -4.932745 1.215949 0.0 0.0 0.0
H 1.363637 -5.640227 0.696652 0.0 0.0 0.0
H 0.413852 2.341501 3.554455 0.0 0.0 0.0
H 1.158040 4.796746 -5.771002 0.0 0.0 0.0
H -1.711376 1.217404 3.120234 0.0 0.0 0.0
C 2.798663 3.400189 -4.192396 0.0 0.1 0.0
C -0.687805 0.430888 0.930461 -0.3 0.4 0.2
H 3.428525 2.290893 1.311789 0.0 0.0 0.0
C 1.697628 0.963772 -3.206132 0.0 -0.2 -0.3
H -3.681006 -0.515796 2.024832 0.0 0.0 0.0
H -3.344891 -2.565621 -1.165290 0.0 0.0 0.0
H 0.227261 3.535159 -0.108261 0.0 0.0 0.0
C 1.096355 2.772983 2.827411 -0.1 0.0 -0.1
C -0.884357 2.098151 -5.732101 -0.1 -0.1 0.0
C 1.511245 3.002098 -4.629263 0.0 0.0 0.0
C 0.358075 -1.920845 3.798433 0.0 0.0 -0.1
H 2.716687 -4.791586 2.273076 0.0 0.0 0.0
C 3.173604 -1.435231 1.538946 0.0 0.0 0.0
H 0.880124 -5.046288 3.171759 0.0 0.0 0.0
H -0.631728 -5.836321 2.752256 0.0 0.0 0.0
C -0.419914 3.393220 -6.034072 0.0 0.0 0.0
C -0.987015 -0.123880 4.614005 0.1 -0.1 0.0
H -3.168700 4.471224 0.387194 0.0 0.0 0.0
H 2.844360 -1.022811 2.492745 0.0 0.0 0.0
H 1.649818 0.866776 2.027453 0.0 0.0 0.0
H -3.905423 -0.962250 -1.619647 0.0 0.0 0.0
H 4.265290 -1.481588 1.545913 0.0 0.0 0.0
C -1.645433 -4.000859 1.074427 0.0 -0.1 0.0
H 2.541802 1.906271 -0.169918 0.1 0.0 -0.2
H 4.539167 2.874470 -3.091560 0.0 0.0 0.0
C -2.122231 3.795123 -1.388153 0.0 0.0 -0.1
C 0.164312 -1.519420 2.468940 0.2 -0.3 0.1
C 3.529520 2.597099 -3.370462 0.0 0.0 0.2
H -2.035743 -1.730565 0.663565 -0.1 0.2 -0.1
C -0.127515 -4.867020 2.804604 0.0 0.0 -0.1
H -0.021804 -1.578957 5.876747 0.0 0.0 0.0
H 0.672713 3.719019 2.481535 0.0 0.0 0.0
H 0.948588 -2.801057 3.998813 0.0 0.0 0.0
C 2.948569 1.417541 -2.843971 -0.2 0.0 -0.2
H 3.197577 4.343280 -4.547062 0.0 0.0 0.0
H -1.784489 -3.689160 0.036526 0.0 0.0 0.1
C -1.572381 2.554502 -0.714382 0.1 0.0 -0.1
H 2.810463 -4.340156 -0.293676 0.0 0.0 0.0
C 2.604474 -2.837199 1.297954 -0.1 0.1 -0.1
C -0.542950 -0.336677 2.225903 0.0 -0.1 -0.1
```
Forces are in eV/Å.

Values from the calculation:
Total energy ... -121291.8937 eV
Relative energy (zero: lowest compared OMol25 entry of this formula, charge and spin) ... 86.8 kJ/mol
Charge ... +1
F_max ... 1.07 eV/A

Entry 2:
The following is a quantum chemistry calculation of 2 unconnected molecules or ions with the total composition C2H4F2Si, from the OMol25 dataset.

```
9
Properties=species:S:1:pos:R:3:forces:R:3
F 2.433209 1.375840 -0.449118 -0.1 -0.3 -0.5
H -0.772956 -0.872205 1.521887 0.1 0.4 -1.5
H -1.864538 0.853246 -0.860244 0.5 1.4 -2.4
F 2.662001 -0.814248 0.795016 -1.6 0.6 -1.6
C -0.888841 -0.357721 0.512855 -3.8 0.0 1.5
C -1.926852 0.324222 0.012559 1.2 -2.5 2.1
H -2.966033 0.243881 0.348533 0.3 0.0 0.6
Si 1.635226 -0.034810 -0.329679 3.3 1.5 3.3
H 1.688788 -0.718207 -1.551809 0.1 -1.1 -1.6
```
Forces are in eV/Å.

Values from the calculation:
Multiplicity ... 3
Total energy ... -15448.3888 eV
Relative energy (zero: lowest compared OMol25 entry of this formula, charge and spin) ... 57.7 kJ/mol
Charge ... 0
F_max ... 4.92 eV/A

Entry 3:
The following is a quantum chemistry calculation of C19H22N2O3 in the gas phase, from the OMol25 dataset.

```
46
Properties=species:S:1:pos:R:3:forces:R:3
N 3.560871 -0.405491 -0.299866 -0.2 0.3 -0.1
C -1.088511 2.474740 1.285264 0.0 0.0 -0.1
O -3.541900 -1.691148 1.396578 0.2 0.2 0.1
H -2.070917 0.136899 2.279234 0.1 0.0 0.2
H 6.145733 -0.908985 -0.751382 0.1 0.0 -0.1
C -3.312384 0.818268 -1.284799 0.0 0.1 0.0
H -2.160210 2.621354 -1.198537 0.1 0.1 -0.1
C -2.474690 1.731510 -0.676444 -0.1 0.1 -0.1
C -0.367090 -0.665815 -2.319251 0.0 -0.1 -0.1
H 3.061985 2.158120 0.777782 0.0 0.0 0.0
H -1.155085 3.452774 0.804632 0.0 -0.1 0.2
C -3.244193 -0.584891 0.658342 0.0 0.2 0.0
C -2.029071 1.501920 0.619794 -0.1 0.0 0.1
C 1.147327 -0.439419 -0.465936 0.0 -0.1 0.1
H -5.364158 -2.284576 0.597471 0.0 0.0 0.0
H 0.558496 1.228562 1.685819 0.1 0.0 -0.1
H 5.228664 -2.398295 -1.020299 0.0 0.0 -0.1
H -4.365682 -1.028039 -1.127452 -0.1 -0.1 0.0
H 2.338395 -0.046669 1.271971 -0.1 0.0 -0.2
C -0.533469 -2.164910 -0.460215 0.0 -0.1 0.0
H 0.874022 -1.851058 1.117638 0.1 0.0 0.1
O 0.715172 3.281211 -0.683188 -0.2 0.2 -0.3
H -4.454020 -3.460467 1.576058 0.0 0.0 -0.1
H 6.226178 -2.224740 0.434567 0.0 0.0 0.0
C -2.408145 0.344575 1.275007 -0.2 -0.1 -0.1
N 0.287913 2.035232 1.147740 -0.1 0.0 0.4
H -3.924803 -3.093639 -0.084699 0.0 0.0 0.0
C -3.706382 -0.335862 -0.628059 -0.2 -0.3 0.2
C 5.580962 -1.700345 -0.263724 0.0 -0.1 0.3
H -3.669474 1.000426 -2.287600 0.0 0.0 -0.1
C -4.367476 -2.676076 0.825588 -0.1 -0.1 -0.1
H -1.005794 -3.000913 0.033798 -0.1 -0.1 0.1
O 4.225234 -1.254924 1.677689 0.0 -0.1 0.4
C 1.050006 2.418740 0.100617 0.6 -0.2 0.2
H 3.726667 -0.349243 -1.292225 0.1 -0.1 0.1
H -0.715045 -0.328011 -3.283838 0.0 0.0 -0.1
C 4.403757 -1.115646 0.487249 0.3 -0.1 -0.4
C 0.695069 -0.021252 -1.710879 0.1 0.0 0.1
H -1.801218 -2.246072 -2.184884 -0.1 0.0 0.0
H 2.831068 1.972501 -0.957971 -0.1 0.0 0.1
C -0.979513 -1.740640 -1.699452 0.0 -0.1 -0.1
H -1.316614 2.570308 2.349842 0.0 0.0 -0.1
C 2.341965 0.204489 0.204365 0.0 0.0 0.0
C 2.405793 1.728702 0.017406 -0.1 0.0 -0.1
H 1.160481 0.815647 -2.208026 0.0 0.2 -0.1
C 0.522391 -1.515480 0.152331 0.1 0.0 0.0
```
Forces are in eV/Å.

Values from the calculation:
SMILES ... COc1cccc(CNC(=O)C[C@H](NC(C)=O)c2ccccc2)c1
Total energy ... -29183.8415 eV
Relative energy (zero: lowest compared OMol25 entry of this formula, charge and spin) ... 68.4 kJ/mol
Charge ... 0
F_max ... 0.65 eV/A

Question: Among the records above, which one has the highest total energy?
Answer: C2H4F2Si